[1]
Formula: C20H57N4O8
Source: OMol25
Level of theory: ωB97M-V/def2-TZVPD

Last column: Mulliken charge in e.
Positions of all 89 atoms, in Å:
N  18.203  -5.606  56.186  0.85
H  17.906  -6.491  56.807  -0.50
H  17.844  -5.859  55.337  0.33
H  19.291  -5.427  56.096  -0.37
H  17.766  -5.016  56.600  0.41
C  17.877  -1.764  55.964  -0.67
O  16.855  -2.827  55.770  -0.40
H  18.108  -1.572  56.910  0.31
H  17.394  -0.849  55.608  0.42
H  18.756  -2.018  55.298  0.13
H  16.137  -2.561  55.304  0.25
C  18.056  -4.479  52.593  -1.09
O  18.974  -4.175  53.593  -0.37
H  18.472  -5.238  52.232  0.53
H  17.779  -3.795  51.854  0.45
H  17.067  -4.963  52.893  0.26
H  19.723  -3.685  53.076  0.27
C  13.507  -9.411  54.519  -0.94
O  14.425  -8.362  54.287  -0.37
C  14.532  -7.214  55.184  -0.74
C  14.922  -7.444  56.548  -0.44
N  15.420  -6.304  57.149  -0.06
C  15.743  -6.515  58.631  -0.49
C  16.046  -5.232  59.239  -0.78
O  17.430  -4.925  58.984  0.33
C  17.884  -3.786  59.541  -1.45
H  13.399  -9.994  55.460  0.31
H  13.731  -10.298  53.921  0.30
H  12.629  -9.089  54.280  0.45
H  13.593  -6.917  55.142  0.63
H  15.185  -6.523  54.438  -0.05
H  15.865  -8.302  56.459  -0.02
H  14.192  -7.866  57.088  0.71
H  14.542  -5.568  57.083  0.30
H  16.612  -7.095  58.892  -0.12
H  14.724  -6.777  58.998  0.56
H  15.697  -5.090  60.244  0.55
H  15.248  -4.542  58.657  0.25
H  17.241  -3.182  59.100  0.60
H  18.813  -3.509  59.484  0.47
H  17.550  -3.767  60.689  0.16
C  21.748  -4.741  56.257  -1.16
O  21.326  -5.810  57.233  -0.18
C  21.274  -5.290  58.587  -0.94
C  20.665  -6.377  59.508  0.15
N  20.248  -5.858  60.810  -0.31
C  19.308  -6.632  61.443  0.47
C  19.140  -5.926  62.755  -1.41
O  17.840  -6.283  63.337  -0.39
C  17.881  -7.577  63.935  -0.57
H  22.757  -4.500  56.661  0.39
H  21.189  -3.886  56.059  0.48
H  22.111  -5.087  55.264  0.29
H  20.724  -4.436  58.591  0.46
H  22.244  -4.799  58.863  0.42
H  21.239  -7.256  59.436  0.69
H  19.762  -6.530  59.046  -0.61
H  21.168  -5.967  61.248  0.33
H  19.721  -7.681  61.605  0.17
H  18.341  -6.453  60.947  -0.10
H  19.196  -5.020  62.725  0.91
H  19.816  -6.328  63.600  0.32
H  16.720  -7.935  64.328  0.25
H  18.532  -7.726  64.737  0.38
H  17.938  -8.478  63.158  0.07
C  22.596  -9.856  52.309  -1.01
O  21.779  -8.928  52.864  -0.37
C  20.917  -9.368  53.946  -0.53
C  20.175  -8.133  54.546  -0.98
N  19.158  -8.529  55.538  0.15
C  19.891  -8.963  56.688  -0.95
C  19.056  -9.260  57.844  0.09
O  19.758  -9.826  58.999  -0.42
C  18.958  -10.123  60.146  -1.48
H  23.430  -9.836  53.000  0.36
H  22.922  -9.587  51.384  0.31
H  22.333  -10.812  52.276  0.43
H  21.601  -9.721  54.640  0.44
H  20.381  -10.326  53.646  0.33
H  19.398  -7.731  53.953  0.56
H  20.666  -7.352  54.865  0.27
H  18.615  -9.253  55.121  0.40
H  20.538  -8.322  57.246  0.28
H  20.568  -9.849  56.560  0.17
H  18.290  -9.981  57.575  0.77
H  18.766  -8.234  58.020  -0.46
H  18.300  -9.562  60.675  0.38
H  19.737  -10.324  60.831  0.49
H  18.353  -10.865  60.165  0.71

Properties
- HOMO-LUMO gap (eV) = 9.6
- LUMO (eV) = -1.92
- energy above the lowest of the compared OMol25 structures with the same formula, charge and spin (kcal/mol) = 83.9
- net charge = +1


[2]
Formula: C36H27BrF14O6S2
Source: OMol25
Level of theory: ωB97M-V/def2-TZVPD

Last column: Mulliken charge in e.
Positions of all 86 atoms, in Å:
O  -2.783  -0.243  1.916  -0.47
C  -2.068  0.659  1.466  0.44
Br  -2.176  1.072  -0.509  -0.14
C  -1.072  1.424  2.466  0.06
O  -1.505  1.418  3.852  -0.34
S  -0.686  0.283  4.787  0.72
O  -1.118  -1.075  4.282  -0.42
O  1.024  0.474  4.538  -0.30
S  1.850  -0.942  4.934  1.25
O  1.238  -1.445  6.213  -0.60
O  1.771  -1.909  3.795  -0.54
C  3.674  -0.564  5.267  0.41
F  4.198  -0.092  4.049  -0.25
F  3.789  0.521  6.190  -0.25
C  4.444  -1.820  5.897  0.49
F  4.447  -1.603  7.310  -0.28
F  3.688  -3.016  5.733  -0.23
C  5.974  -1.971  5.477  0.55
F  6.505  -3.024  6.284  -0.27
F  6.717  -0.818  5.858  -0.27
C  6.253  -2.386  3.961  0.74
F  5.218  -3.072  3.328  -0.22
F  6.647  -1.294  3.142  -0.23
F  7.382  -3.252  3.970  -0.24
H  -1.033  2.521  2.141  0.24
H  -0.031  1.002  2.284  0.16
F  0.136  2.996  0.509  -0.34
C  1.254  2.609  -0.139  0.62
C  1.502  1.257  -0.324  0.05
C  2.653  0.861  -0.997  -0.86
C  3.547  1.819  -1.467  -0.54
C  3.290  3.172  -1.272  -0.50
C  2.133  3.569  -0.609  -0.44
H  0.799  0.525  0.055  0.30
H  2.853  -0.193  -1.154  0.41
H  4.447  1.508  -1.988  0.43
H  3.989  3.917  -1.635  0.39
H  1.913  4.619  -0.455  0.46
F  14.601  -2.212  4.164  -0.31
C  13.309  -2.449  3.889  0.18
C  12.955  -2.914  2.632  -0.33
C  11.616  -3.164  2.349  -0.51
C  10.646  -2.936  3.322  -0.22
C  11.013  -2.464  4.579  -0.30
C  12.352  -2.224  4.867  -0.44
H  13.723  -3.078  1.886  0.40
H  11.329  -3.536  1.371  0.37
H  9.602  -3.128  3.099  0.39
H  10.256  -2.284  5.334  0.36
H  12.657  -1.865  5.842  0.40
F  -3.964  -0.405  -1.975  -0.21
C  -5.264  -0.570  -2.271  0.17
C  -5.622  -1.042  -3.523  -0.46
C  -6.969  -1.217  -3.827  -0.36
C  -7.941  -0.907  -2.879  -0.17
C  -7.568  -0.429  -1.626  -0.50
C  -6.222  -0.264  -1.318  -0.28
H  -4.852  -1.270  -4.251  0.41
H  -7.260  -1.593  -4.802  0.35
H  -8.989  -1.039  -3.118  0.22
H  -8.327  -0.184  -0.890  0.37
H  -5.914  0.099  -0.344  0.44
F  -10.916  -2.048  -2.566  -0.29
C  -11.748  -2.110  -3.618  0.40
C  -11.249  -2.474  -4.859  -0.27
C  -12.112  -2.543  -5.948  -0.41
C  -13.460  -2.237  -5.786  -0.45
C  -13.949  -1.867  -4.536  -0.35
C  -13.089  -1.808  -3.444  -0.48
H  -10.195  -2.701  -4.967  0.39
H  -11.734  -2.835  -6.922  0.35
H  -14.132  -2.286  -6.637  0.36
H  -14.998  -1.624  -4.412  0.35
H  -13.453  -1.531  -2.462  0.40
F  1.350  3.336  -3.407  -0.13
C  0.471  4.149  -4.014  0.37
C  0.009  5.272  -3.345  -0.10
C  -0.898  6.117  -3.975  -0.54
C  -1.341  5.824  -5.263  -0.49
C  -0.874  4.691  -5.923  -0.41
C  0.042  3.851  -5.297  -0.50
H  0.358  5.479  -2.340  0.34
H  -1.261  7.002  -3.464  0.36
H  -2.052  6.481  -5.752  0.36
H  -1.222  4.462  -6.924  0.36
H  0.423  2.970  -5.799  0.41

Properties
- HOMO-LUMO gap (eV) = 7.5
- LUMO (eV) = -1.58


[3]
Formula: C12H25BBrN3O4
Source: OMol25
Level of theory: ωB97M-V/def2-TZVPD

Last column: Mulliken charge in e.
Positions of all 46 atoms, in Å:
C  -2.285  0.801  1.063  -1.01
N  -1.867  2.131  0.627  0.04
C  -2.243  2.377  -0.758  -0.83
C  -0.492  2.425  0.885  0.31
O  -0.145  3.526  1.212  -0.55
C  0.505  1.297  0.683  -0.40
B  0.675  0.813  -0.794  0.01
C  1.103  -0.675  -1.103  -0.46
C  0.485  -1.153  -2.383  0.48
O  0.599  -0.712  -3.463  -0.44
Br  -0.723  -2.696  -2.096  -0.23
H  -1.858  -0.018  0.462  0.31
H  -3.370  0.729  0.971  0.32
H  -2.034  0.642  2.112  0.34
H  -3.331  2.446  -0.828  0.34
H  -1.806  3.316  -1.105  0.31
H  -1.912  1.571  -1.438  0.24
H  0.305  0.459  1.357  0.43
H  1.492  1.699  0.965  0.12
H  0.558  1.591  -1.688  -0.04
H  0.833  -1.332  -0.277  0.39
H  2.199  -0.680  -1.234  0.29
C  4.223  3.982  -0.024  -0.98
N  4.387  2.877  -0.946  0.13
C  4.528  3.144  -2.368  -0.94
C  4.407  1.597  -0.534  0.00
O  4.509  0.632  -1.271  -0.62
H  3.323  4.553  -0.258  0.36
H  5.084  4.652  -0.063  0.37
H  4.130  3.596  0.990  0.33
H  3.727  2.664  -2.931  0.27
H  5.476  2.757  -2.740  0.31
H  4.487  4.219  -2.528  0.41
H  4.290  1.493  0.560  0.40
C  -3.186  -5.522  0.580  -0.84
N  -3.235  -4.426  1.523  0.12
C  -3.633  -4.678  2.897  -0.94
C  -2.919  -3.165  1.169  0.41
O  -2.941  -2.214  1.929  -0.63
H  -4.168  -5.986  0.468  0.34
H  -2.476  -6.286  0.905  0.34
H  -2.868  -5.147  -0.391  0.23
H  -4.519  -4.097  3.154  0.29
H  -2.838  -4.396  3.587  0.29
H  -3.851  -5.738  3.011  0.37
H  -2.626  -3.071  0.110  0.01

Properties
- HOMO-LUMO gap (eV) = 9.1
- LUMO (eV) = 0.10
- structure (SMILES) = CN(C)C(=O)CBCC(=O)Br.CN(C)C=O.CN(C)C=O


[4]
Formula: C9H19ClN3Si
Source: OMol25
Level of theory: ωB97M-V/def2-TZVPD

Last column: Mulliken charge in e.
Positions of all 33 atoms, in Å:
C  -2.115  -2.342  3.161  -0.77
N  -0.773  -2.940  3.041  0.10
C  -0.641  -4.401  3.243  -0.89
C  0.258  -2.176  2.785  0.30
Cl  1.851  -2.711  2.962  -0.06
H  -2.840  -3.158  3.172  0.31
H  -2.206  -1.764  4.091  0.32
H  -2.291  -1.671  2.313  0.35
H  -1.655  -4.796  3.294  0.32
H  -0.101  -4.845  2.401  0.37
H  -0.112  -4.628  4.175  0.36
H  0.151  -1.119  2.537  0.41
C  -0.843  1.163  -3.476  -0.92
Si  0.586  1.920  -2.564  0.02
C  2.246  1.306  -3.125  -0.91
C  0.509  3.775  -2.603  -1.01
N  0.400  1.376  -0.810  0.18
C  0.374  0.077  -0.312  -0.36
N  0.225  0.056  1.010  -0.30
C  0.147  1.380  1.416  -0.80
C  0.251  2.199  0.314  -0.15
H  -0.771  1.443  -4.538  0.33
H  -0.842  0.067  -3.410  0.33
H  -1.803  1.537  -3.092  0.32
H  2.386  1.584  -4.180  0.32
H  3.058  1.764  -2.543  0.32
H  2.331  0.214  -3.045  0.33
H  0.609  4.093  -3.652  0.32
H  -0.448  4.163  -2.228  0.32
H  1.328  4.240  -2.036  0.33
H  0.470  -0.764  -0.988  0.39
H  0.024  1.687  2.445  0.38
H  0.234  3.272  0.242  0.42

Properties
- HOMO-LUMO gap (eV) = 7.6
- LUMO (eV) = -4.04
- net charge = +1


[5]
Formula: C16H44BrCaN4O4
Source: OMol25
Level of theory: ωB97M-V/def2-TZVPD

Last column: Mulliken charge in e.
Positions of all 70 atoms, in Å:
Ca  -24.590  16.988  25.385  1.50
Br  -24.332  20.808  23.921  -0.50
C  -17.485  19.191  20.336  -1.48
C  -18.717  19.969  20.710  0.56
C  -19.738  20.062  19.614  -0.67
O  -19.189  20.541  18.426  -0.30
C  -19.980  20.601  17.277  -0.75
N  -19.208  19.311  21.928  -0.76
H  -16.894  19.823  19.674  0.33
H  -17.694  18.202  19.930  0.34
H  -16.837  18.937  21.174  0.45
H  -18.444  20.960  21.072  0.29
H  -20.584  20.682  19.910  0.37
H  -20.100  19.063  19.370  0.28
H  -20.160  19.591  16.908  0.30
H  -19.520  21.285  16.564  0.25
H  -20.934  21.064  17.528  0.30
H  -19.463  18.354  21.731  0.26
H  -20.089  19.758  22.140  0.24
C  -25.173  17.746  17.197  -1.31
C  -26.192  17.315  18.285  0.36
C  -26.536  15.855  18.036  -0.69
O  -26.993  15.582  16.715  -0.31
C  -27.403  14.250  16.655  -0.69
N  -25.601  17.531  19.645  -0.75
H  -24.238  17.218  17.385  0.31
H  -24.957  18.812  17.265  0.36
H  -25.465  17.413  16.201  0.36
H  -27.050  17.981  18.194  0.35
H  -27.310  15.596  18.758  0.35
H  -25.640  15.238  18.104  0.29
H  -28.272  14.172  17.308  0.29
H  -26.554  13.597  16.858  0.31
H  -27.670  14.093  15.610  0.24
H  -25.444  18.509  19.842  0.28
H  -24.692  17.097  19.717  0.27
C  -22.376  25.422  26.314  -1.38
C  -22.764  24.738  27.607  0.34
C  -24.311  24.709  27.873  -0.66
O  -24.490  24.138  29.201  -0.31
C  -25.868  24.022  29.552  -0.75
N  -22.222  23.378  27.464  -0.76
H  -22.555  24.919  25.363  0.25
H  -21.303  25.603  26.247  0.37
H  -22.847  26.405  26.335  0.37
H  -22.319  25.109  28.530  0.39
H  -24.813  24.154  27.080  0.36
H  -24.670  25.737  27.811  0.34
H  -26.505  23.895  28.677  0.31
H  -26.201  25.001  29.897  0.29
H  -26.167  23.308  30.318  0.27
H  -22.454  23.025  28.382  0.36
H  -22.944  22.914  26.930  0.22
C  -27.272  23.719  18.854  -1.34
C  -26.946  24.378  20.175  0.63
C  -27.182  25.854  20.155  -0.97
O  -26.962  26.467  21.446  -0.40
C  -25.652  26.373  21.876  -0.65
N  -27.715  23.766  21.214  -0.70
H  -27.044  22.653  18.861  0.28
H  -26.787  24.297  18.068  0.36
H  -28.307  23.874  18.547  0.34
H  -25.903  24.235  20.456  0.23
H  -28.245  25.961  19.938  0.42
H  -26.713  26.420  19.350  0.44
H  -25.375  26.993  22.729  0.27
H  -25.017  26.818  21.110  0.31
H  -25.406  25.377  22.244  0.23
H  -27.893  24.547  21.830  0.28
H  -27.218  23.034  21.701  0.26

Properties
- HOMO-LUMO gap (eV) = 2.9
- LUMO (eV) = -7.60
- energy above the lowest of the compared OMol25 structures with the same formula, charge and spin (kcal/mol) = 177.1
- net charge = +1